122
Properties=species:S:1:pos:R:3:forces:R:3 method="wB97M-V/def2-TZVPD" homo_energy_ev=-10.08 molar_mass_g_mol=869.9 total_energy_ha=-3158.56838 total_charge=+1 homo_lumo_gap_ev=7.5
C 1.439742 1.710650 -5.272806 3.8 -1.5 9.7
C 2.070101 1.442910 -4.022319 -4.4 1.8 -7.5
C 2.774799 1.113026 -2.541638 1.1 0.4 -4.3
N 1.716143 0.953693 -1.429717 1.1 1.3 -2.1
C 2.170477 -0.096899 -0.458871 -0.4 -3.7 1.6
C 1.233155 -1.447901 -0.769246 -0.3 -0.6 0.3
C 1.886006 -2.427371 -1.926715 -0.1 -1.1 0.9
C 0.739400 -3.328959 -2.735396 0.9 -1.6 1.4
F 1.240636 -4.754279 -2.758385 -1.6 4.6 0.1
F -0.563218 -3.399869 -1.985207 3.8 0.6 -2.8
C 0.539982 -2.890531 -4.301313 0.9 -1.0 -2.5
F 1.268702 -3.916387 -5.134345 -2.3 3.5 2.6
F 1.111373 -1.574839 -4.667819 -1.7 -4.0 1.5
C -1.020831 -2.898102 -4.827458 -0.9 -1.8 -3.0
F -1.740376 -4.185534 -4.561603 2.6 4.4 -0.5
F -0.940941 -2.800494 -6.333029 -0.2 -0.4 5.0
C -1.913821 -1.611122 -4.342538 -2.8 3.3 -0.5
F -3.316867 -1.924772 -3.978210 5.3 0.9 -1.2
F -1.335467 -0.837562 -3.214865 -1.6 -2.7 -3.5
F -1.994568 -0.644723 -5.501209 0.4 -3.3 4.3
C 1.992434 0.221031 1.123752 0.3 -0.8 1.6
O 1.725183 1.605243 1.504034 -0.6 -0.6 -1.8
C 0.762202 2.283250 0.636157 0.0 0.7 -1.5
C 0.681324 3.876138 1.107168 0.2 -0.3 0.2
C -0.444660 4.177546 2.256679 0.6 1.5 0.7
C -0.729923 5.815229 2.264863 0.3 -0.2 -0.8
C -2.172279 6.146913 1.525514 0.7 0.1 0.2
C -2.206514 5.764092 -0.072195 -0.6 -0.3 0.4
N -3.347606 6.528557 -0.752463 0.2 -1.3 0.0
C -0.685930 1.560789 0.449102 -1.4 0.2 0.6
C -1.292905 0.795778 1.756526 -1.9 -2.9 3.2
C -0.853380 0.980676 3.321239 -2.5 -2.5 -1.3
C -1.582639 0.049048 4.496741 -1.3 -0.9 -2.8
C -2.731979 -1.085557 4.180224 1.8 2.7 -4.0
C -3.193083 -1.266883 2.609848 2.4 2.2 0.3
C -4.382785 -2.352767 2.161195 -0.1 1.5 0.5
C -2.477581 -0.346147 1.457377 1.0 0.3 3.1
C 1.484244 2.333084 -0.872076 -2.7 2.5 2.2
F 0.466233 2.994931 -1.771546 3.0 -1.9 1.8
H 0.734170 2.091931 -6.156598 2.1 -0.9 1.9
H 3.410107 0.145825 -2.712979 -1.5 1.7 0.6
H 3.532580 1.985534 -2.326841 -1.8 -1.8 -0.1
H 0.829477 0.685913 -1.954696 1.0 0.2 1.0
H 3.289584 -0.476479 -0.628452 -2.4 1.5 0.0
H 0.106053 -1.134898 -1.000237 2.5 -0.6 0.4
H 1.156659 -2.126210 0.210295 0.2 1.8 -2.1
H 2.643087 -1.892593 -2.643428 -1.9 -1.1 1.0
H 2.529132 -3.235908 -1.328215 -1.5 1.7 -1.5
H 3.018167 -0.082466 1.655189 -2.2 0.9 -1.2
H 1.179461 -0.483459 1.641476 1.4 1.6 -1.5
H 0.463156 4.612979 0.211691 0.3 -1.9 1.5
H 1.783955 4.149343 1.473585 -2.5 -0.6 -0.5
H 0.005917 3.935865 3.328698 -1.1 0.1 -2.4
H -1.486117 3.672390 2.086162 2.2 0.6 0.3
H -0.679055 6.263328 3.346757 -0.4 -1.1 -2.4
H 0.160027 6.290664 1.652080 -1.8 -0.7 1.1
H -2.398967 7.304909 1.658898 0.3 -2.5 -0.4
H -2.983429 5.501098 2.074124 1.4 1.4 -1.0
H -1.197370 6.020913 -0.606269 -1.9 -0.3 1.0
H -2.444070 4.618275 -0.230001 1.0 1.9 0.6
H -3.305504 6.293131 -1.772528 -0.2 0.3 1.3
H -4.274926 6.149579 -0.401803 1.6 0.6 -0.6
H -1.463601 2.422331 0.169244 1.8 -1.8 0.5
H -0.750033 0.794924 -0.457077 0.3 1.5 1.9
H -0.005189 1.772780 3.600305 -2.2 -2.1 -0.6
H -1.250313 0.168621 5.626785 -0.6 -0.2 -2.9
H -3.255654 -1.773406 4.970888 1.3 1.7 -1.5
H -5.378919 -1.745452 1.922332 2.2 -1.1 0.5
H -4.633536 -3.027772 3.086417 0.7 1.1 -2.0
H -4.119362 -2.943431 1.185765 -0.2 1.0 2.2
H -2.823991 -0.504723 0.339076 0.8 0.4 2.5
H 2.444535 2.989876 -0.728394 -1.8 -1.4 -0.9
C -0.632282 -9.045097 -4.140912 0.1 -0.5 0.0
C 0.137868 -8.772718 -2.876590 0.7 -1.4 0.9
O 0.698049 -9.679270 -2.262279 -0.7 1.3 -0.8
C 0.196095 -7.348518 -2.392833 0.3 -0.2 0.3
H -0.588407 -10.115303 -4.369173 0.0 0.3 0.1
H -1.678505 -8.758487 -4.007747 0.1 0.2 -0.1
H -0.188914 -8.491695 -4.972582 -0.2 0.1 0.0
H -0.813115 -6.986258 -2.181784 0.0 0.1 -0.2
H 0.676436 -6.719516 -3.146543 -0.3 -0.2 0.0
H 0.785091 -7.302338 -1.470658 -0.1 0.0 -0.2
C -0.654852 7.553216 7.336104 -0.2 0.3 -0.4
C -0.756438 6.421696 6.348596 -0.5 0.3 -1.3
O -1.178660 6.605559 5.208009 0.4 -0.2 1.6
C -0.321663 5.056615 6.810424 -0.1 -0.2 -0.5
H -1.002871 8.478524 6.864873 0.1 -0.2 0.1
H -1.283862 7.345374 8.205360 0.2 0.0 0.1
H 0.385740 7.686730 7.642449 -0.1 -0.1 0.2
H -0.935731 4.737486 7.656212 0.2 0.0 0.1
H 0.733777 5.078830 7.093272 -0.1 0.0 0.2
H -0.450511 4.338991 5.993193 0.0 0.1 0.2
C 3.112093 3.416054 -8.515412 -0.2 0.2 0.5
C 1.846355 2.698639 -8.901483 -1.0 0.0 0.6
O 0.845080 2.741613 -8.188310 1.0 -0.2 -0.6
C 1.852962 1.926570 -10.193623 -0.6 -0.1 0.1
H 2.960868 3.930467 -7.560487 0.0 -0.1 -0.2
H 3.926588 2.696525 -8.399931 0.0 0.1 -0.2
H 3.365207 4.158601 -9.276373 0.1 -0.2 0.0
H 2.611289 1.140713 -10.153008 0.1 0.2 -0.1
H 2.049884 2.602722 -11.029381 0.2 -0.1 0.0
H 0.873086 1.460754 -10.342992 0.2 0.1 0.0
C 1.322212 -2.431463 7.027817 -0.5 0.1 -0.1
C 1.714731 -1.020952 6.678224 -1.0 1.0 -0.5
O 0.883428 -0.207272 6.278379 1.1 -0.9 0.6
C 3.163496 -0.644434 6.836576 -0.1 0.5 -0.2
H 0.246867 -2.559883 6.864989 0.2 0.0 0.0
H 1.859433 -3.136078 6.387996 0.1 0.0 0.2
H 1.542552 -2.628518 8.080018 0.2 -0.1 -0.1
H 3.782788 -1.269350 6.188319 0.0 -0.1 0.2
H 3.465886 -0.761771 7.880244 0.1 -0.2 -0.1
H 3.299788 0.403178 6.547809 -0.1 -0.2 0.1
C -0.518893 -4.788733 0.486406 -0.2 0.4 0.1
C -1.297412 -5.439757 1.598118 -1.1 0.7 1.1
O -2.083853 -4.794650 2.289759 1.1 -0.8 -1.0
C -1.076537 -6.910376 1.831037 -0.3 0.0 0.4
H -0.779626 -3.726330 0.434556 0.0 -0.2 0.1
H 0.552730 -4.876714 0.682213 0.0 -0.2 -0.2
H -0.771200 -5.257702 -0.468014 0.2 -0.1 0.1
H -0.029847 -7.092965 2.086732 0.0 -0.1 -0.2
H -1.353755 -7.473910 0.936593 0.2 0.0 0.0
H -1.704251 -7.244097 2.664139 0.1 0.1 -0.2

---

12
Properties=species:S:1:pos:R:3:forces:R:3 method="wB97M-V/def2-TZVPD" homo_energy_ev=-10.86 molar_mass_g_mol=72.1 total_energy_ha=-305.75232 smiles=O.O.O.O homo_lumo_gap_ev=11.2
O 1.687026 2.071934 0.211568 0.7 1.3 0.2
H 1.523290 1.142996 0.142360 -0.3 -1.3 -0.1
H 0.837654 2.483279 0.083067 -0.3 0.2 -0.1
O 0.801368 -0.536762 0.135792 0.0 0.0 0.0
H 0.305953 -0.603188 0.966742 -0.1 -0.3 -0.3
H 0.192190 -0.706104 -0.602610 -0.1 -0.1 0.3
O -1.237086 -0.480983 2.516224 -0.3 0.0 -0.7
H -1.865400 -0.224150 1.817236 0.2 -0.2 0.5
H -0.698037 0.300956 2.635150 0.1 0.4 0.3
O -0.731321 -1.014915 -2.386933 -1.3 0.1 1.5
H -0.718399 -1.922159 -2.664140 0.3 -0.5 -0.4
H -0.097238 -0.510904 -2.854456 1.0 0.5 -1.0

---

15
Properties=species:S:1:pos:R:3:forces:R:3 method="wB97M-V/def2-TZVPD" homo_energy_ev=-9.17 molar_mass_g_mol=127.2 total_energy_ha=-1007.94245 smiles=NCCSS.O homo_lumo_gap_ev=9.6
N 0.421826 -2.293452 -0.191278 0.3 -0.3 -0.4
C 0.588458 -1.028922 -0.875253 -1.0 1.2 1.5
C -0.013621 0.236559 -0.103018 0.3 -0.1 -2.6
S 0.562912 0.323085 1.565207 0.7 -1.5 0.3
S 0.208635 2.105442 2.350960 0.1 1.5 0.1
H -0.455790 -2.742089 -0.403863 0.0 0.1 0.1
H 0.550186 -2.262965 0.809343 0.0 0.1 0.0
H 1.626369 -0.727106 -1.049011 0.0 -0.7 -0.2
H -0.007517 -1.047675 -1.796549 0.6 -0.1 0.0
H 0.361709 1.047532 -0.772197 -0.4 0.0 0.9
H -1.087475 0.181923 -0.220762 -0.4 0.1 0.4
H -0.925080 1.944523 3.044630 -0.3 -0.3 -0.1
O -1.889164 -1.572951 -5.650817 -0.4 -0.7 -0.6
H -0.946821 -1.653139 -5.801456 0.1 0.3 0.2
H -2.062125 -0.881144 -5.024814 0.2 0.5 0.4

---

14
Properties=species:S:1:pos:R:3:forces:R:3 method="wB97M-V/def2-TZVPD" homo_energy_ev="-13.23 / -14.89" molar_mass_g_mol=112.1 total_energy_ha=-395.05585 total_charge=+1 homo_lumo_gap_ev="5.6 / 9.2"
C 1.196487 -1.426869 0.394456 -0.2 -1.0 -0.7
C -1.317629 0.353745 -0.808024 1.3 0.3 0.8
C 1.014034 1.042206 0.079530 1.1 -1.5 1.5
C 1.547190 -0.201220 0.686598 1.5 2.2 1.9
N 1.043757 -2.429610 -0.121212 -0.6 -3.1 -1.0
N -1.270142 -0.677973 0.005242 -2.6 -1.4 1.1
N -0.205958 1.104586 -0.662963 0.1 1.0 -0.9
O -2.490562 -1.281946 0.198705 0.7 2.6 -2.2
H -2.070895 0.729941 -1.522712 0.2 -0.6 0.6
H 1.071699 1.479842 1.086067 -1.3 1.6 -0.3
H 1.817500 1.521593 -0.473815 -0.1 0.2 -0.3
H 2.255087 -0.153567 1.562196 -0.7 0.6 -1.1
H -0.165166 1.935229 -1.231481 -0.4 0.1 -0.4
H -2.425396 -1.995955 0.807419 0.9 -1.2 1.0